(1)
Entry from the Open Molecules 2025 dataset: C22H27Cl9MoO3Si3 as an isolated structure in a non-equilibrium geometry (ωB97M-V/def2-TZVPD).

Its spin multiplicity is 3. The energy above the lowest of the compared OMol25 structures with the same formula, charge and spin comes out at 1.600 eV. The calculation puts the total energy at -6158.75759 Eh. The LUMO energy (alpha / beta) is -2.07 / -1.14 eV.

Element x y z (Å)
1 Mo -0.77 -0.12 -0.45
2 C -0.77 -2.69 2.27
3 O -0.21 -1.64 1.50
4 Si 1.46 -1.44 1.27
5 C 2.12 -2.97 0.40
6 C 2.37 -1.41 2.90
7 C 1.27 0.11 0.31
8 Si 1.19 1.60 1.51
9 C 0.55 3.20 0.77
10 C -0.01 1.24 2.92
11 C 2.87 2.02 2.24
12 Si 2.56 0.24 -1.06
13 C 4.29 -0.16 -0.41
14 C 2.16 -0.98 -2.44
15 C 2.72 1.91 -1.87
16 H -0.27 -2.74 3.24
17 H -0.67 -3.64 1.76
18 H -1.83 -2.48 2.44
19 H 2.17 -3.78 1.13
20 H 3.14 -2.81 0.04
21 H 1.52 -3.29 -0.43
22 H 2.35 -2.41 3.34
23 H 2.00 -0.70 3.63
24 H 3.43 -1.18 2.72
25 H -0.50 3.15 0.49
26 H 1.10 3.55 -0.09
27 H 0.64 3.95 1.56
28 H -0.95 0.82 2.57
29 H -0.25 2.19 3.40
30 H 0.37 0.57 3.68
31 H 3.56 2.37 1.48
32 H 3.35 1.20 2.77
33 H 2.73 2.84 2.95
34 H 4.33 -1.03 0.25
35 H 4.69 0.68 0.16
36 H 4.97 -0.35 -1.24
37 H 2.45 -2.01 -2.21
38 H 2.69 -0.69 -3.34
39 H 1.09 -0.99 -2.70
40 H 2.99 2.71 -1.18
41 H 1.81 2.21 -2.38
42 H 3.51 1.85 -2.61
43 Cl -2.71 5.07 -4.45
44 C -2.66 3.54 -3.68
45 C -3.71 2.61 -3.88
46 Cl -5.02 3.04 -4.91
47 C -3.70 1.37 -3.28
48 Cl -4.94 0.21 -3.51
49 C -2.63 1.04 -2.42
50 O -2.48 -0.08 -1.77
51 C -1.62 1.97 -2.23
52 O -0.67 1.48 -1.41
53 C -1.60 3.22 -2.85
54 Cl -0.29 4.29 -2.57
55 Cl -3.47 0.69 1.45
56 C -3.46 -0.96 0.92
57 C -2.39 -1.39 0.16
58 C -2.41 -2.67 -0.32
59 Cl -1.11 -3.11 -1.40
60 C -3.43 -3.57 -0.02
61 Cl -3.39 -5.18 -0.63
62 C -4.47 -3.14 0.79
63 Cl -5.74 -4.22 1.21
64 C -4.50 -1.82 1.26
65 Cl -5.80 -1.28 2.24

---

(2)
Entry from the Open Molecules 2025 dataset: C40H39Cl2N7O2PdS as an isolated structure in a non-equilibrium geometry (ωB97M-V/def2-TZVPD).

The energy above the lowest of the compared OMol25 structures with the same formula, charge and spin comes out at 0.000 eV. The calculation puts the total energy at -3527.84555 Eh. The LUMO energy is 0.02 eV.

Element x y z (Å)
1 Pd -0.66 0.29 -0.13
2 N 5.10 -3.09 7.94
3 C 4.69 -2.50 7.04
4 C 4.16 -1.77 5.92
5 C 4.93 -0.78 5.31
6 C 4.43 -0.09 4.23
7 C 3.16 -0.37 3.75
8 C 2.38 -1.35 4.36
9 C 2.89 -2.06 5.43
10 N 2.64 0.33 2.65
11 C 2.89 1.65 2.29
12 C 2.16 1.87 1.16
13 N 1.50 0.72 0.80
14 C 1.80 -0.17 1.70
15 H 5.92 -0.57 5.69
16 H 5.04 0.66 3.73
17 H 1.38 -1.55 4.01
18 H 2.29 -2.82 5.91
19 H 3.49 2.30 2.90
20 H 2.06 2.79 0.61
21 H 1.45 -1.19 1.71
22 N -0.57 1.22 -2.15
23 S -0.24 2.76 -2.20
24 C 1.52 2.96 -2.50
25 C 2.06 4.19 -2.87
26 C 3.43 4.31 -3.01
27 C 4.26 3.22 -2.78
28 C 3.71 2.00 -2.40
29 C 2.33 1.87 -2.25
30 C -0.85 3.48 -3.72
31 C -0.37 3.08 -4.96
32 C -0.92 3.61 -6.11
33 C -1.95 4.55 -6.01
34 C -2.42 4.95 -4.77
35 C -1.87 4.41 -3.62
36 H -0.31 0.75 -3.01
37 H 1.41 5.04 -3.06
38 H 3.86 5.26 -3.30
39 H 5.33 3.32 -2.89
40 H 4.35 1.15 -2.21
41 H 1.89 0.94 -1.93
42 H 0.44 2.36 -5.03
43 H -0.56 3.31 -7.08
44 H -2.38 4.97 -6.91
45 H -3.22 5.68 -4.70
46 H -2.24 4.70 -2.64
47 N -3.59 0.91 2.32
48 C -2.70 1.05 3.47
49 C -1.34 1.57 3.01
50 N -1.43 2.83 2.27
51 C -2.36 2.68 1.15
52 C -3.73 2.16 1.58
53 H -4.49 0.58 2.62
54 H -3.32 -0.37 0.89
55 H -2.59 0.08 3.95
56 H -3.12 1.75 4.21
57 H -0.89 0.83 2.35
58 H -0.68 1.71 3.87
59 H -1.78 3.56 2.89
60 H -1.90 1.96 0.44
61 H -2.47 3.63 0.64
62 H -4.35 1.97 0.70
63 H -4.23 2.93 2.19
64 Cl -1.44 -5.17 1.16
65 C 0.02 -4.41 0.63
66 C 0.95 -4.07 1.60
67 C 2.17 -3.51 1.26
68 C 2.43 -3.25 -0.07
69 C 1.49 -3.56 -1.03
70 Cl 1.86 -3.19 -2.70
71 C 0.26 -4.17 -0.73
72 N -0.58 -4.56 -1.75
73 C -2.01 -4.48 -1.75
74 C -2.74 -5.65 -1.93
75 C -4.12 -5.63 -1.98
76 C -4.78 -4.41 -1.86
77 C -4.06 -3.24 -1.70
78 C -2.67 -3.25 -1.66
79 C -1.91 -1.95 -1.55
80 C -2.04 -1.29 -0.19
81 O -3.32 -0.81 0.01
82 O -1.33 -1.63 0.80
83 H 0.71 -4.29 2.64
84 H 2.90 -3.28 2.02
85 H 3.36 -2.79 -0.38
86 H -0.17 -4.44 -2.66
87 H -2.19 -6.59 -2.00
88 H -4.67 -6.55 -2.12
89 H -5.86 -4.38 -1.89
90 H -4.57 -2.30 -1.60
91 H -2.27 -1.25 -2.31
92 H -0.85 -2.11 -1.74

---

(3)
Entry from the Open Molecules 2025 dataset: C17H19BCrN6O2 as an isolated structure in a non-equilibrium geometry (ωB97M-V/def2-TZVPD).

Its spin multiplicity is 5. The energy above the lowest of the compared OMol25 structures with the same formula, charge and spin comes out at 5.009 eV. The calculation puts the total energy at -2207.48647 Eh. The LUMO energy (alpha / beta) is 0.65 / -2.47 eV.

Element x y z (Å)
1 H -0.27 2.69 0.67
2 N 0.15 1.51 -1.04
3 B 0.88 0.68 -3.28
4 N 0.75 1.80 -2.25
5 C 1.10 3.10 -2.28
6 Cr -0.73 -0.45 -0.53
7 H 1.57 3.49 -3.17
8 C 0.73 3.68 -1.08
9 H 0.88 4.70 -0.78
10 C 0.14 2.65 -0.32
11 H 1.34 1.03 -4.32
12 C -0.93 -2.24 -0.14
13 H -1.43 -1.96 0.84
14 H 0.05 -2.71 -0.12
15 H -1.80 -2.41 -0.80
16 N -0.56 0.10 -3.43
17 N 1.69 -0.43 -2.59
18 N -1.24 -0.36 -2.29
19 N 1.26 -0.95 -1.38
20 C -1.39 0.00 -4.48
21 C 2.89 -0.95 -2.89
22 H -1.03 0.31 -5.45
23 H 3.39 -0.65 -3.79
24 C -2.60 -0.51 -4.03
25 C 3.24 -1.82 -1.88
26 C -2.50 -0.72 -2.67
27 C 2.21 -1.79 -0.94
28 H -3.47 -0.70 -4.62
29 H 4.15 -2.39 -1.81
30 H -3.16 -1.10 -1.88
31 H 2.14 -2.32 0.01
32 H -1.81 0.68 -0.06
33 O -1.29 1.22 1.83
34 C -0.37 0.39 2.16
35 O 0.47 -0.18 1.40
36 C -0.32 0.08 3.64
37 C 0.30 -1.08 4.11
38 C 0.20 -1.44 5.46
39 C -0.48 -0.60 6.36
40 C -1.06 0.59 5.90
41 C -0.98 0.92 4.54
42 H 0.84 -1.71 3.40
43 H 0.66 -2.37 5.81
44 H -0.55 -0.88 7.41
45 H -1.59 1.26 6.59
46 H -1.45 1.83 4.16

---

(4)
Entry from the Open Molecules 2025 dataset: a 10-piece molecular cluster, H20O10 overall in a non-equilibrium geometry (ωB97M-V/def2-TZVPD).

The energy above the lowest of the compared OMol25 structures with the same formula, charge and spin comes out at 3.390 eV. The calculation puts the total energy at -764.35733 Eh. The LUMO energy is -0.06 eV. The SMILES is O.O.O.O.O.O.O.O.O.O.

Element x y z (Å)
1 O -47.37 -19.86 -11.03
2 H -48.23 -19.80 -11.16
3 H -47.09 -20.04 -10.14
4 O -47.24 -22.58 -14.53
5 H -47.78 -23.35 -14.86
6 H -47.16 -21.95 -15.32
7 O -45.52 -21.17 -12.77
8 H -46.11 -20.64 -12.22
9 H -46.14 -21.64 -13.34
10 O -49.09 -24.38 -15.59
11 H -49.11 -25.34 -15.32
12 H -49.90 -23.89 -15.56
13 O -46.59 -23.06 -10.65
14 H -46.07 -22.19 -10.56
15 H -47.34 -22.61 -10.78
16 O -49.72 -21.73 -13.21
17 H -48.92 -22.04 -13.68
18 H -49.49 -21.76 -12.34
19 O -50.27 -19.78 -10.05
20 H -51.06 -20.23 -10.30
21 H -50.20 -20.01 -9.10
22 O -51.88 -23.31 -12.55
23 H -52.40 -22.89 -13.19
24 H -51.00 -22.99 -12.71
25 O -49.47 -22.58 -10.53
26 H -49.90 -23.44 -10.38
27 H -50.12 -22.03 -10.03
28 O -50.74 -19.07 -13.20
29 H -50.39 -18.48 -13.89
30 H -50.50 -20.02 -13.38

---

- What is the formula in the fourth record?
  H20O10

---

- Look up the energy above the lowest of the compared OMol25 structures with the same formula, charge and spin of the fourth one.
  3.390 eV

---

- Which value of energy above the lowest of the compared OMol25 structures with the same formula, charge and spin does entry 1 give?
  1.600 eV

---

- The highest energy above the lowest of the compared OMol25 structures with the same formula, charge and spin belongs to which entry?
  C17H19BCrN6O2